This record from the Open Molecules 2025 dataset describes a 2-piece molecular cluster, C3H6O overall in a non-equilibrium geometry. The level of theory is wB97M-V/def2-TZVPD.

The geometry in XYZ format:
```
10
Properties=species:S:1:pos:R:3
C 0.5113 2.3431 1.1996
C 0.9486 2.0435 -0.0319
H 1.1621 3.1669 1.6899
H -0.6158 2.3015 1.5016
H 1.3299 2.6129 -1.0269
H 0.8539 0.9021 -0.3667
O 0.1210 -3.4335 -0.5554
C -1.1040 -3.3538 -0.7129
H -1.8744 -4.1378 -0.4367
H -1.3325 -2.4448 -1.2606
```

<S²>: 0.75
Relative energy (zero: lowest compared OMol25 entry of this formula, charge and spin) (kcal per mole): 84.9
DFT total energy (eV): -5250.4997
Charge: -1
HOMO level (alpha / beta) (eV): 0.6 / -1.5
Gap between HOMO and LUMO (alpha / beta) (eV): 2.427 / 4.654
Spin multiplicity: 2